Density functional theory data (ωB97M-V/def2-TZVPD) for a molecular structure, C6H10O.

Highest occupied orbital energy in eV: -7.91
Orbital gap in eV: 8.834

```
17
C6H10O ωB97M-V/def2-TZVPD
C 2.237 0.797 -0.242
C 0.953 0.111 0.061
O 0.288 0.266 1.212
C -0.623 -0.767 0.821
C -2.026 -0.171 0.649
C -1.511 0.371 -0.692
C -0.168 -0.479 -0.654
H 2.068 1.858 -0.478
H 2.919 0.738 0.611
H 2.706 0.328 -1.112
H 1.336 -1.616 0.618
H 0.552 -1.818 0.981
H -2.338 0.555 1.403
H -2.785 -0.950 0.542
H -2.107 0.088 -1.562
H -1.334 1.448 -0.709
H -0.023 -1.216 -1.442
```

Here are the natural (NBO) charges for atoms 1 to 8, given in e:
1. C -0.676
2. C 0.378
3. O -0.459
4. C 0.145
5. C -0.459
6. C -0.370
7. C -0.372
8. H 0.224

Density functional theory data (ωB97M-V/def2-TZVPD) for C6H9NO in the gas phase in a non-equilibrium geometry.

Structure (SMILES): O[C@@H]1C=C[C@]2(CN2)C1
Highest occupied orbital energy in eV: -8.60
Orbital gap in eV: 9.385

```
17
C6H9NO ωB97M-V/def2-TZVPD
O -0.743 2.521 0.250
C -0.415 1.517 -0.599
C -1.641 0.498 -0.680
C -1.058 -0.756 -0.723
C 0.311 -0.797 -0.137
C 0.699 -1.724 1.046
N 1.417 -1.494 -0.246
C 0.585 0.668 0.196
H -0.177 3.181 0.122
H 0.136 1.710 -1.645
H -2.650 1.094 -0.714
H -1.826 -1.567 -0.379
H 1.415 -1.461 1.940
H 0.196 -2.650 1.337
H 1.425 -2.411 -0.866
H 1.688 0.891 -0.157
H 0.638 0.781 1.253
```

Here are the natural (NBO) charges for atoms 1 to 8, given in e:
1. O -0.700
2. C 0.042
3. C -0.148
4. C -0.241
5. C 0.055
6. C -0.300
7. N -0.582
8. C -0.410

Density functional theory data (ωB97M-V/def2-TZVPD) for C2H4N4OS in the gas phase in a non-equilibrium geometry.

Structure (SMILES): N/N=c1\nc(S)[nH]o1
Highest occupied orbital energy in eV: -8.50
Orbital gap in eV: 8.585

```
12
C2H4N4OS ωB97M-V/def2-TZVPD
N -2.280 -1.021 -0.342
N -1.934 0.298 0.073
C -0.788 0.540 -0.182
N 0.144 -0.506 -0.216
C 1.317 0.059 -0.188
S 2.914 -0.442 -0.177
N 1.214 1.596 -0.165
O -0.213 1.783 -0.289
H -2.927 -1.145 0.454
H -1.431 -1.631 -0.184
H 2.465 -1.557 0.539
H 1.520 2.026 0.678
```

Here are the natural (NBO) charges for atoms 1 to 8, given in e:
1. N -0.642
2. N -0.318
3. C 0.574
4. N -0.539
5. C 0.209
6. S 0.132
7. N -0.338
8. O -0.334

Density functional theory data (ωB97M-V/def2-TZVPD) for 2 unconnected molecules or ions with the total composition C23H32N4OS2 in a non-equilibrium geometry.

Highest occupied orbital energy in eV: -5.27
Orbital gap in eV: 3.482

```
62
C23H32N4OS2 ωB97M-V/def2-TZVPD
C -6.125 -3.059 -0.490
N -4.658 -3.003 -0.265
C -3.934 -4.290 -0.358
C -2.489 -4.160 0.116
N -1.781 -3.012 -0.505
C -0.421 -3.044 -0.711
S 0.420 -4.484 -0.562
S 0.424 -1.640 -1.052
C -2.551 -1.747 -0.567
C -3.974 -1.966 -1.069
H -6.567 -2.077 -0.330
H -6.342 -3.382 -1.507
H -6.585 -3.756 0.208
H -4.481 -5.035 0.231
H -3.966 -4.630 -1.397
H -2.440 -4.043 1.202
H -1.926 -5.068 -0.121
H -2.560 -1.308 0.434
H -2.014 -1.046 -1.214
H -3.967 -2.287 -2.114
H -4.565 -1.044 -1.029
C 2.909 0.965 2.398
N 1.593 1.600 2.315
C 0.918 2.051 1.193
C 1.433 2.001 -0.170
C 2.821 1.648 -0.379
C 3.220 0.812 -1.376
C 4.553 0.322 -1.558
C 4.783 -0.728 -2.465
C 6.047 -1.236 -2.652
C 7.119 -0.712 -1.945
C 6.917 0.315 -1.038
C 5.653 0.825 -0.842
O 0.696 2.183 -1.152
N -0.356 2.410 1.599
C -1.495 2.966 0.774
C -2.694 3.249 1.683
C -1.935 1.939 -0.275
C -1.039 4.276 0.120
C -0.436 2.185 2.969
C 0.749 1.688 3.403
H 3.041 0.518 3.380
H 2.996 0.180 1.649
H 3.698 1.701 2.254
H 3.552 2.037 0.305
H 2.451 0.399 -2.003
H 3.949 -1.149 -2.999
H 6.207 -2.048 -3.342
H 8.108 -1.118 -2.088
H 7.752 0.714 -0.483
H 5.507 1.625 -0.139
H -2.430 3.960 2.466
H -3.525 3.661 1.113
H -3.034 2.329 2.156
H -1.120 1.680 -0.945
H -2.267 1.025 0.212
H -2.754 2.324 -0.884
H -0.184 4.109 -0.533
H -1.836 4.717 -0.477
H -0.740 5.001 0.877
H -1.309 2.327 3.580
H 0.982 1.333 4.394
```

Here are the natural (NBO) charges for atoms 1 to 8, given in e:
1. C -0.404
2. N -0.448
3. C -0.228
4. C -0.237
5. N -0.452
6. C -0.083
7. S -0.338
8. S -0.455

Density functional theory data (ωB97M-V/def2-TZVPD) for 7 unconnected molecules or ions with the total composition H14O7 in a non-equilibrium geometry.

Structure (SMILES): O.O.O.O.O.O.O
Highest occupied orbital energy in eV: -11.06
Orbital gap in eV: 10.443

```
21
H14O7 ωB97M-V/def2-TZVPD
O -1.626 -0.035 -0.508
H -0.761 0.025 -0.276
H -1.519 0.338 -1.381
O -0.380 -4.570 -0.894
H -0.857 -3.916 -1.359
H -0.126 -4.251 0.027
O 1.004 2.624 -3.122
H 1.594 1.962 -3.509
H 0.786 2.184 -2.317
O 2.928 -1.383 0.468
H 2.309 -2.105 0.308
H 2.428 -0.882 1.226
O 0.017 0.087 4.852
H -0.154 0.453 3.896
H -0.896 -0.206 5.011
O -0.125 -0.397 -2.195
H -0.609 -1.168 -2.500
H 0.556 -0.922 -1.670
O -1.745 4.199 0.993
H -0.943 4.530 1.445
H -1.880 3.433 1.505
```

Here are the natural (NBO) charges for atoms 1 to 8, given in e:
1. O -0.934
2. H 0.443
3. H 0.481
4. O -0.944
5. H 0.469
6. H 0.476
7. O -0.924
8. H 0.464

Density functional theory data (ωB97M-V/def2-TZVPD) for a molecular structure, C5H8O in a non-equilibrium geometry.

Highest occupied orbital energy in eV: -9.48
Orbital gap in eV: 10.604

```
14
C5H8O ωB97M-V/def2-TZVPD
C -0.387 1.200 -0.548
C 1.383 0.225 -0.223
C 0.836 -0.822 0.669
O 0.058 -0.364 1.763
C -0.670 -0.911 0.681
C -1.252 0.012 -0.313
H -0.676 1.747 -1.468
H -0.177 1.886 0.243
H 1.991 -0.206 -1.041
H 1.905 1.061 0.241
H 1.350 -1.775 0.815
H -1.177 -1.857 0.889
H -0.787 -0.255 -1.288
H -2.335 0.021 -0.458
```

Here are the natural (NBO) charges for atoms 1 to 8, given in e:
1. C -0.351
2. C -0.417
3. C 0.006
4. O -0.488
5. C 0.062
6. C -0.506
7. H 0.209
8. H 0.191

Density functional theory data (ωB97M-V/def2-TZVPD) for C3H6N4 in the gas phase in a non-equilibrium geometry.

Highest occupied orbital energy in eV: -7.39
Orbital gap in eV: 8.020

```
13
C3H6N4 ωB97M-V/def2-TZVPD
C -2.488 -1.246 -0.092
C 0.589 1.788 -0.076
C 1.473 -0.892 0.034
N -1.555 0.942 0.083
N -2.226 -0.108 0.117
N 0.137 -0.501 0.010
N -0.167 0.696 0.033
H -2.742 -2.194 0.206
H 1.552 1.928 -0.423
H -0.011 2.632 0.079
H 2.071 -0.034 -0.290
H 1.773 -1.367 0.943
H 1.596 -1.645 -0.624
```

Here are the natural (NBO) charges for atoms 1 to 8, given in e:
1. C 0.134
2. C -0.422
3. C -0.436
4. N -0.205
5. N -0.035
6. N -0.377
7. N 0.119
8. H 0.230

Density functional theory data (ωB97M-V/def2-TZVPD) for 2 unconnected molecules or ions with the total composition CH4NO2P in a non-equilibrium geometry.

Structure (SMILES): N=C=O.OP
Highest occupied orbital energy in eV: -9.26
Orbital gap in eV: 9.931

```
9
CH4NO2P ωB97M-V/def2-TZVPD
N -1.457 -1.765 -1.107
C -1.375 -0.577 -1.018
O -1.311 0.496 -0.638
H -1.622 -2.361 -1.827
O 1.013 -0.220 0.824
P 0.955 1.452 1.217
H 1.212 -0.561 1.704
H 2.304 1.784 0.858
H 0.281 1.752 -0.012
```

Here are the natural (NBO) charges for atoms 1 to 8, given in e:
1. N -0.761
2. C 0.873
3. O -0.515
4. H 0.407
5. O -0.960
6. P 0.579
7. H 0.474
8. H -0.075

Density functional theory data (ωB97M-V/def2-TZVPD) for a molecular structure, C19H32Cl2N3O4Sr in a non-equilibrium geometry.

Total charge: -1
Highest occupied orbital energy in eV: -3.37
Orbital gap in eV: 5.478

```
61
C19H32Cl2N3O4Sr ωB97M-V/def2-TZVPD
O 0.331 0.011 -2.202
C -0.795 0.326 -2.937
C -0.481 1.641 -3.625
C 0.407 2.571 -3.047
H 0.872 2.343 -2.081
C 0.635 3.775 -3.699
H 1.304 4.502 -3.239
C -0.003 4.029 -4.927
H 0.180 4.978 -5.439
C -0.854 3.090 -5.497
H -1.346 3.265 -6.447
C -1.093 1.880 -4.850
H -1.763 1.105 -5.236
H -0.783 -0.527 -3.677
C -2.599 -1.148 -1.914
C -2.179 0.247 -2.294
H -3.691 -1.234 -1.830
H -2.181 -1.479 -0.961
H -2.202 -1.858 -2.676
C -2.831 1.415 -1.977
C -4.161 1.500 -1.250
H -2.398 2.351 -2.222
H -4.925 1.989 -1.885
H -4.084 2.133 -0.338
H -4.557 0.507 -0.951
Sr 0.056 0.029 0.323
Cl 0.734 2.630 0.439
Cl -2.606 0.557 0.502
H 4.639 1.358 -2.771
H 4.964 1.698 -0.085
C 3.582 1.373 -2.490
C 3.881 1.565 -0.012
N 3.414 0.790 -1.167
H 2.990 0.795 -3.194
C 2.816 -0.400 -0.987
O 2.342 -0.771 0.098
H 3.609 1.040 0.908
H 2.787 -1.057 -1.887
H 3.229 2.405 -2.451
H 3.380 2.533 -0.038
H -0.592 -5.358 0.611
H 1.310 -5.762 -1.325
C -1.045 -4.790 -0.204
C 0.796 -5.009 -1.917
N 0.007 -4.190 -1.029
H -1.688 -4.004 0.217
C 0.178 -2.871 -0.937
O -0.462 -2.258 -0.064
H 1.503 -4.348 -2.415
H 0.872 -2.398 -1.682
H -1.618 -5.456 -0.838
H 0.117 -5.469 -2.629
C -0.280 -0.191 4.881
C 0.316 -0.441 3.584
N 1.514 -1.093 3.450
O -0.300 -0.058 2.620
H 0.316 -0.577 5.721
H -1.296 -0.642 4.895
H -0.435 0.905 4.995
H 1.924 -1.251 2.532
H 1.996 -1.412 4.270
```

Here are the natural (NBO) charges for atoms 1 to 8, given in e:
1. O -1.054
2. C 0.066
3. C -0.015
4. C -0.157
5. H 0.250
6. C -0.250
7. H 0.199
8. C -0.254

Density functional theory data (ωB97M-V/def2-TZVPD) for a molecular structure, C40H39CdN6O2P2S in a non-equilibrium geometry.

Total charge: +3
Highest occupied orbital energy in eV: -16.29
Orbital gap in eV: 8.840

```
91
C40H39CdN6O2P2S ωB97M-V/def2-TZVPD
Cd 1.830 -0.227 0.791
O -0.577 -1.709 2.413
S -0.869 -1.144 1.092
C -1.432 -2.504 0.020
C -2.441 -3.352 0.433
C -2.929 -4.320 -0.431
C -2.425 -4.429 -1.718
C -1.375 -3.619 -2.117
C -0.863 -2.662 -1.241
P 0.660 -1.788 -1.678
C 0.862 -1.945 -3.463
C 1.780 -2.840 -4.007
C 1.837 -2.995 -5.381
C 0.975 -2.282 -6.200
C 0.066 -1.387 -5.654
C 0.008 -1.210 -4.286
C 2.007 -2.553 -0.739
C 3.282 -1.959 -0.788
C 4.355 -2.588 -0.166
C 4.172 -3.799 0.491
C 2.912 -4.378 0.545
C 1.830 -3.763 -0.065
C -2.532 -0.446 1.170
C -3.436 -0.841 2.134
C -4.746 -0.389 2.064
C -5.132 0.449 1.029
C -4.205 0.899 0.101
C -2.884 0.451 0.166
P -1.601 1.308 -0.802
C -2.280 2.198 -2.200
C -1.859 3.510 -2.411
C -2.344 4.211 -3.500
C -3.243 3.607 -4.369
C -3.662 2.300 -4.154
C -3.180 1.587 -3.072
C -0.814 2.439 0.367
C 0.567 2.632 0.374
C 1.111 3.555 1.254
C 0.289 4.289 2.097
C -1.088 4.134 2.046
C -1.644 3.207 1.182
H -2.832 -3.272 1.433
H -3.706 -4.987 -0.098
H -2.835 -5.155 -2.402
H -0.946 -3.722 -3.103
H 2.439 -3.403 -3.363
H 2.555 -3.671 -5.814
H 1.015 -2.418 -7.269
H -0.597 -0.829 -6.297
H -0.685 -0.500 -3.853
H 3.443 -1.087 -1.419
H 5.347 -2.166 -0.244
H 5.016 -4.307 0.932
H 2.773 -5.322 1.049
H 0.860 -4.240 -0.042
H -3.101 -1.476 2.940
H -5.459 -0.703 2.809
H -6.158 0.773 0.951
H -4.504 1.588 -0.674
H -1.175 3.980 -1.719
H -2.018 5.225 -3.672
H -3.625 4.154 -5.216
H -4.364 1.836 -4.831
H -3.508 0.573 -2.890
H 1.192 2.135 -0.363
H 2.174 3.744 1.246
H 0.719 5.009 2.778
H -1.725 4.751 2.660
H -2.716 3.094 1.112
C 2.092 2.360 5.649
N 1.605 1.267 4.827
C 0.545 0.439 5.382
C 2.126 0.960 3.630
N 1.625 0.047 2.845
N 3.260 1.672 3.252
C 3.970 1.657 2.074
N 5.131 2.333 2.109
N 3.525 1.103 0.983
H 3.017 2.104 6.175
H 1.340 2.595 6.400
H 2.234 3.264 5.060
H 0.342 0.754 6.403
H 0.849 -0.609 5.413
H -0.376 0.532 4.801
H 0.830 -0.448 3.244
H 3.708 2.174 4.011
H 5.549 2.693 2.950
H 5.700 2.412 1.281
H 4.165 1.242 0.203
O -0.490 0.458 -1.570
N 0.690 -0.264 -1.090
```

Here are the Mulliken charges for atoms 1 to 8, given in e:
1. Cd 1.689
2. O -1.005
3. S 1.156
4. C 0.604
5. C -0.854
6. C -0.972
7. C -0.891
8. C -1.160

Density functional theory data (ωB97M-V/def2-TZVPD) for a gas-phase ion, C2H4N3S (charge +1) in a non-equilibrium geometry.

Total charge: +1
Highest occupied orbital energy (spin up / spin down) in eV: -13.80 / -13.80
Orbital gap (spin up / spin down) in eV: 8.138 / 8.138

```
10
C2H4N3S ωB97M-V/def2-TZVPD
C -1.205 -0.360 0.293
C 0.558 -0.257 -2.050
N -1.758 -0.739 -0.698
N -1.938 -1.046 -1.924
N -0.916 0.142 1.470
S -0.698 -0.796 -2.956
H 1.342 0.428 -2.490
H 0.387 -0.418 -1.050
H -0.433 1.051 1.543
H -1.105 -0.412 2.415
```

Here are the natural (NBO) charges for atoms 1 to 8, given in e:
1. C 0.570
2. C -0.622
3. N -0.085
4. N -0.493
5. N -0.798
6. S 0.998
7. H 0.294
8. H 0.199

Density functional theory data (ωB97M-V/def2-TZVPD) for C18H27N3O3 in the gas phase in a non-equilibrium geometry.

Structure (SMILES): COc1ccc(NC(=O)CN(C)[C@@H](C)C(=O)N2CCCCC2)cc1
Highest occupied orbital energy in eV: -7.68
Orbital gap in eV: 8.050

```
51
C18H27N3O3 ωB97M-V/def2-TZVPD
C -5.805 -0.439 -1.266
O -5.042 -0.022 -0.177
C -3.843 -0.526 -0.022
C -3.275 -0.318 1.062
C -2.043 -0.557 1.529
C -1.328 -1.284 0.692
N -0.006 -1.418 0.643
C 1.021 -1.043 1.399
O 0.783 0.172 2.278
C 2.376 -1.507 1.311
N 2.738 -1.812 0.205
C 3.937 -2.897 0.122
C 3.044 -0.534 -0.726
C 3.765 -0.621 -1.773
C 1.824 0.082 -1.081
O 1.019 -0.801 -1.783
N 1.449 1.474 -0.742
C 2.102 2.144 0.278
C 1.716 3.734 -0.020
C 0.218 3.742 0.360
C -0.500 2.529 0.183
C 0.056 1.664 -1.068
C -1.857 -1.499 -0.798
C -3.206 -1.166 -1.034
H -6.711 -0.051 -1.257
H -5.497 0.088 -2.165
H -5.881 -1.475 -1.547
H -3.863 0.487 1.837
H -1.406 -0.338 2.454
H 0.588 -2.230 0.083
H 2.985 -0.766 1.900
H 2.486 -2.498 1.980
H 3.562 -3.662 0.726
H 4.932 -2.227 0.443
H 4.067 -3.009 -0.832
H 3.599 0.012 0.053
H 3.361 -1.307 -2.518
H 3.877 0.291 -2.271
H 4.894 -0.890 -1.979
H 2.100 1.815 1.279
H 3.141 2.093 -0.078
H 1.887 3.852 -0.852
H 2.216 4.338 0.865
H 0.194 3.996 1.576
H -0.315 4.756 0.081
H -1.553 2.718 -0.204
H -0.489 1.822 1.274
H -0.548 0.856 -1.334
H 0.173 2.676 -1.865
H -1.312 -1.841 -1.401
H -3.543 -1.529 -1.894
```

Here are the natural (NBO) charges for atoms 1 to 8, given in e:
1. C -0.259
2. O -0.482
3. C 0.311
4. C -0.229
5. C -0.226
6. C 0.110
7. N -0.570
8. C 0.648